119
Properties=species:S:1:pos:R:3:mulliken_charge:R:1 method="wB97M-V/def2-TZVPD" lumo_energy_ev=-1.15 orbital_gap_ha=0.25896 smiles="C[C@H](F)[Si@H](CCCCCCCCCCCCn1cccc1)C(F)(F)c1cccc(C(F)(F)F)c1.O=C1c2ccccc2C(=O)c2ccccc21.O=C1c2ccccc2C(=O)c2ccccc21"
C -3.6322 -2.0105 -2.9160 -1.26
C -3.7806 -1.3363 -1.5467 0.49
F -4.9574 -0.5560 -1.5788 -0.37
Si -2.2879 -0.2143 -1.1327 -0.16
C -1.9305 -0.2764 0.7203 -0.62
C -0.9096 -1.4076 1.0310 -1.01
C -1.5249 -2.8150 1.0490 -0.43
C -1.3264 -3.6096 -0.2685 0.31
C -0.7076 -4.9976 -0.1083 -1.47
C 0.8270 -5.0518 -0.1461 -0.45
C 1.4940 -4.1809 -1.2103 -0.31
C 2.9572 -4.6162 -1.4947 -0.77
C 3.3819 -4.3790 -2.9586 -0.88
C 4.3189 -3.1576 -3.1108 -0.89
C 3.5894 -1.8695 -3.5509 -0.43
C 4.4961 -1.0496 -4.4604 -0.94
N 3.9272 0.2278 -4.8712 0.24
C 4.5780 1.1014 -5.7075 -0.40
C 3.7844 2.2385 -5.8917 -0.89
C 2.6057 2.0285 -5.1151 -0.39
C 2.7141 0.7659 -4.5046 -0.47
C -2.4982 1.5556 -1.8534 1.04
F -3.6740 2.0859 -1.3788 -0.33
F -1.4880 2.4020 -1.4800 -0.19
C -2.5795 1.4568 -3.3655 -0.22
C -1.3840 1.4950 -4.1581 -0.39
C -1.4988 1.3493 -5.5678 -0.67
C -2.7786 1.1729 -6.1821 -1.04
C -3.9642 1.1312 -5.3844 -0.03
C -5.3091 0.9040 -6.0117 0.84
F -5.5254 1.6847 -7.0701 -0.26
F -6.3169 1.0888 -5.1606 -0.28
F -5.4079 -0.3668 -6.4525 -0.26
C -3.8640 1.2795 -3.9683 -0.27
H -4.6006 -2.0746 -3.4103 0.39
H -3.2458 -3.0270 -2.8198 0.29
H -2.9227 -1.4690 -3.5426 0.16
H -3.9056 -2.0668 -0.7452 0.58
H -1.1167 -0.8148 -1.8155 -0.17
H -2.8306 -0.4650 1.3096 0.59
H -1.5135 0.6620 1.0965 0.13
H -0.5228 -1.2008 2.0333 0.44
H -0.0508 -1.3307 0.3600 0.34
H -1.1408 -3.3967 1.8884 0.32
H -2.5977 -2.6992 1.2258 0.41
H -2.3136 -3.7626 -0.7154 0.01
H -0.7812 -2.9757 -0.9690 0.05
H -1.0922 -5.6369 -0.9080 0.38
H -1.0495 -5.4561 0.8233 0.41
H 1.2596 -4.8480 0.8373 0.11
H 1.0917 -6.0935 -0.3621 0.47
H 0.9147 -4.0969 -2.1316 0.43
H 1.5463 -3.1651 -0.7991 -0.06
H 3.0356 -5.6693 -1.2202 0.47
H 3.5995 -4.0422 -0.8264 0.41
H 3.9338 -5.2601 -3.2945 0.39
H 2.5131 -4.2818 -3.6088 0.44
H 4.8464 -2.9739 -2.1772 0.38
H 5.0411 -3.3900 -3.8979 0.45
H 2.6574 -2.0924 -4.0740 0.48
H 3.3280 -1.2781 -2.6695 0.33
H 4.7545 -1.6595 -5.3289 0.38
H 5.4257 -0.8323 -3.9261 0.33
H 5.5449 0.9178 -6.1475 0.39
H 4.0043 3.1067 -6.4892 0.41
H 1.7877 2.7236 -5.0061 0.55
H 2.0150 0.2945 -3.8357 0.50
H -0.4214 1.6075 -3.6753 0.54
H -0.6211 1.3550 -6.2013 0.50
H -2.8698 1.0475 -7.2550 0.44
H -4.7665 1.2223 -3.3765 0.55
O -0.5545 -3.5938 4.6973 -0.61
C -0.3339 -3.7091 5.8857 0.42
C 0.9645 -4.2510 6.3734 0.00
C 1.9401 -4.6073 5.4501 -0.59
C 3.1659 -5.0798 5.8877 -0.62
C 3.4235 -5.1975 7.2496 -0.41
C 2.4495 -4.8581 8.1736 -0.67
C 1.2157 -4.3891 7.7400 0.51
C 0.1737 -4.0453 8.7481 0.51
O 0.3728 -4.2144 9.9327 -0.68
C -1.1169 -3.4833 8.2601 0.35
C -2.0906 -3.1221 9.1830 -0.60
C -3.2842 -2.5708 8.7482 -0.47
C -3.5107 -2.3775 7.3893 -0.55
C -2.5487 -2.7472 6.4646 -0.57
C -1.3509 -3.3051 6.8950 0.10
H 1.7357 -4.5091 4.3927 0.73
H 3.9258 -5.3535 5.1675 0.40
H 4.3861 -5.5566 7.5894 0.39
H 2.6420 -4.9525 9.2334 0.47
H -1.9072 -3.2710 10.2382 0.47
H -4.0401 -2.2871 9.4685 0.39
H -4.4410 -1.9389 7.0527 0.41
H -2.7210 -2.6024 5.4069 0.56
O -0.0465 7.0672 -2.0746 -0.67
C 0.1801 7.3220 -0.9101 0.58
C -0.1000 6.3272 0.1626 0.07
C -0.6091 5.0819 -0.1856 -0.54
C -0.8420 4.1313 0.7942 -0.05
C -0.5662 4.4239 2.1269 -0.67
C -0.0736 5.6686 2.4820 -0.70
C 0.1567 6.6267 1.5028 0.12
C 0.6701 7.9655 1.9036 0.63
O 0.8441 8.2445 3.0721 -0.67
C 0.9703 8.9531 0.8290 0.18
C 1.4838 10.1968 1.1763 -0.55
C 1.7960 11.1157 0.1887 -0.46
C 1.5972 10.7964 -1.1506 -0.48
C 1.0743 9.5631 -1.5013 -0.54
C 0.7547 8.6389 -0.5141 0.14
H -0.8174 4.8605 -1.2226 0.67
H -1.2333 3.1660 0.5270 0.28
H -0.7386 3.6766 2.8910 0.42
H 0.1369 5.9016 3.5168 0.48
H 1.6398 10.4373 2.2189 0.47
H 2.1987 12.0827 0.4607 0.40
H 1.8497 11.5130 -1.9212 0.39
H 0.9143 9.3107 -2.5405 0.47

***

128
Properties=species:S:1:pos:R:3:mulliken_charge:R:1 method="wB97M-V/def2-TZVPD" lumo_energy_ev=-4.40 total_charge=+1 orbital_gap_ha=0.23182
W -0.7400 -0.3607 -0.2767 -1.27
C -1.7330 3.7795 0.1017 -1.26
Si -2.6089 2.2352 0.7489 1.09
C -3.7875 2.5970 2.1714 -1.46
C -3.6441 1.4339 -0.6341 -0.52
N -1.3910 1.0324 1.1100 -0.06
P 0.0868 1.0349 1.8580 0.72
C 0.9854 0.8212 0.4002 -1.05
P 1.9657 -0.3752 -0.3616 2.51
N 0.8482 -1.0505 -1.3874 0.12
Si 1.3305 -2.1815 -2.6598 0.74
C 0.7992 -3.9988 -2.3970 -1.44
C 3.2129 -2.3362 -2.7581 -1.19
C 0.7387 -1.5047 -4.3193 -1.08
C 3.0033 -1.5247 0.5563 1.97
C 2.8856 -2.9048 0.4970 -1.00
C 3.7497 -3.6979 1.2330 -1.04
C 4.7197 -3.1134 2.0330 -0.90
C 4.8341 -1.7313 2.1044 -1.06
C 3.9714 -0.9343 1.3722 -0.93
C 3.0893 0.6196 -1.3950 0.01
C 2.4335 1.5535 -2.2005 0.36
C 3.1487 2.3930 -3.0349 -0.96
C 4.5344 2.3089 -3.0691 -0.80
C 5.1935 1.3930 -2.2631 -0.96
C 4.4776 0.5480 -1.4272 -0.21
C -0.2268 0.0637 3.3840 1.48
C 0.8001 -0.5039 4.1308 -0.17
C 0.5313 -1.0314 5.3838 -0.67
C -0.7497 -0.9622 5.9117 -0.93
C -1.7701 -0.3596 5.1871 -0.55
C -1.5122 0.1450 3.9242 -0.67
C 0.6779 2.5407 2.6748 1.39
C -0.1289 3.5943 3.0807 -0.43
C 0.4323 4.6703 3.7522 -0.97
C 1.7873 4.6822 4.0462 -0.72
C 2.5965 3.6250 3.6486 -0.72
C 2.0438 2.5644 2.9529 -0.62
H -2.1471 4.0979 -0.8553 0.53
H -0.6673 3.5763 -0.0274 0.13
H -1.8257 4.6170 0.7965 0.58
H -4.4272 3.4342 1.8812 0.46
H -3.2931 2.8711 3.1059 0.39
H -4.4472 1.7515 2.3807 0.33
H -3.5950 1.9993 -1.5663 0.46
H -4.6942 1.3684 -0.3494 0.69
H -3.3169 0.4146 -0.8326 -0.60
H 0.4016 -4.1968 -1.3973 0.28
H 1.6645 -4.6502 -2.5348 0.57
H 0.0406 -4.2934 -3.1228 0.34
H 3.5874 -3.1301 -2.1116 0.34
H 3.7404 -1.4219 -2.5050 0.25
H 3.4810 -2.5928 -3.7851 0.51
H -0.3329 -1.6134 -4.4651 0.27
H 1.2427 -2.0492 -5.1217 0.60
H 0.9941 -0.4472 -4.4274 0.14
H 2.1156 -3.3545 -0.1153 0.43
H 3.6609 -4.7750 1.1956 0.48
H 5.3908 -3.7380 2.6076 0.44
H 5.5981 -1.2757 2.7205 0.50
H 4.0392 0.1478 1.4227 0.58
H 1.3541 1.6046 -2.1569 -0.65
H 2.6259 3.1068 -3.6594 0.49
H 5.1018 2.9522 -3.7287 0.42
H 6.2733 1.3288 -2.2917 0.45
H 5.0026 -0.1738 -0.8147 0.58
H 1.8061 -0.5430 3.7287 0.32
H 1.3270 -1.4890 5.9564 0.49
H -0.9575 -1.3832 6.8873 0.44
H -2.7662 -0.2817 5.6038 0.53
H -2.2966 0.6313 3.3619 -0.10
H -1.1909 3.5756 2.8694 0.22
H -0.1894 5.5030 4.0538 0.47
H 2.2163 5.5177 4.5828 0.41
H 3.6529 3.6313 3.8815 0.47
H 2.6691 1.7459 2.6088 0.24
O 0.7249 -3.2397 2.4253 -0.61
C -0.1775 -2.6477 1.8964 -0.96
O 0.0019 -1.8713 0.8340 0.85
C -1.5824 -2.7705 2.3498 0.89
C -1.8417 -3.5529 3.4515 -0.51
C -3.1261 -3.6220 3.9631 -1.21
C -4.1628 -2.9394 3.3671 -0.18
C -3.9225 -2.1735 2.2432 -0.29
C -2.6062 -2.0244 1.7141 0.00
O -2.3417 -1.2486 0.7015 0.69
N -5.0456 -1.4389 1.6893 0.90
O -5.9706 -1.1848 2.4378 -0.64
O -5.0423 -1.1791 0.5004 -0.45
N -3.3714 -4.3784 5.1887 1.06
O -4.5174 -4.4420 5.5897 -0.63
O -2.4080 -4.8855 5.7327 -0.62
H -1.0290 -4.0825 3.9276 0.77
H -5.1632 -3.0045 3.7714 0.71
C -2.7332 -3.9752 -0.8862 -0.67
Te -1.9715 -2.2301 -1.9358 0.03
C -4.0550 -1.9425 -2.4137 -1.18
C -4.6653 -3.3114 -2.3283 0.45
C -5.8698 -3.5941 -2.9613 -0.83
C -6.4747 -4.8293 -2.7965 -0.67
C -5.8687 -5.7959 -2.0066 -0.67
C -4.6522 -5.5320 -1.3983 -0.77
C -4.0468 -4.2903 -1.5512 0.64
H -2.8768 -3.7572 0.1727 0.05
H -2.0473 -4.8177 -0.9646 0.89
H -4.1148 -1.5066 -3.4076 0.95
H -4.5321 -1.2831 -1.6937 0.38
H -6.3359 -2.8402 -3.5847 0.51
H -7.4158 -5.0357 -3.2881 0.42
H -6.3426 -6.7590 -1.8709 0.43
H -4.1700 -6.2980 -0.8022 0.49
O -2.1231 0.1134 -3.3554 -0.80
C -1.4534 1.0267 -2.8957 0.76
O -0.9623 0.9640 -1.6584 0.74
C -1.1778 2.2402 -3.6639 0.53
C -0.3749 3.2487 -3.1396 -0.81
C -0.1101 4.4093 -3.8597 -1.68
C -0.6759 4.5096 -5.1089 0.93
O -0.5691 5.5180 -5.9986 -0.50
C -1.3898 5.1702 -7.1166 -0.27
O -1.9145 3.8693 -6.8757 -0.50
C -1.4880 3.5010 -5.6365 0.68
C -1.7526 2.3554 -4.9451 -1.13
H 0.0502 3.1267 -2.1538 0.99
H 0.5069 5.2010 -3.4582 0.56
H -0.7898 5.1688 -8.0274 0.26
H -2.2053 5.8917 -7.2067 0.27
H -2.3729 1.5666 -5.3451 0.55

***

119
Properties=species:S:1:pos:R:3:mulliken_charge:R:1 method="wB97M-V/def2-TZVPD" lumo_energy_ev="4.08 / 4.10" total_charge=-2 orbital_gap_ha="0.17209 / 0.18072"
Sc -0.3930 0.3119 -1.1758 0.23
C -7.8346 -2.4240 -0.3819 -0.46
C -6.9520 -2.3445 0.6823 -0.76
C -5.6914 -1.7984 0.5114 -0.21
C -5.2661 -1.3694 -0.7620 -0.21
C -6.1593 -1.4291 -1.8393 -0.28
C -7.4273 -1.9489 -1.6427 -0.63
C -3.8488 -0.8445 -0.9536 0.67
C -3.4609 0.2208 -0.1013 0.77
C -4.4480 0.8607 0.7604 -1.27
C -3.8163 1.8545 1.4763 -1.19
C -2.4392 1.9339 1.0920 -0.51
C -1.5056 2.9861 1.5059 -0.62
C -2.1017 4.3728 1.7510 0.15
C -3.0056 4.7921 0.7372 -0.28
C -3.5769 6.0572 0.6847 -0.78
C -3.3938 6.9262 1.7629 -0.42
C -2.5001 6.5624 2.7820 -0.65
C -1.8371 5.3388 2.7728 -0.09
C 0.5388 3.1097 0.2259 0.04
N 0.8080 2.2236 -0.7957 0.81
C 1.4151 3.0145 -1.8435 -0.19
C 2.2600 2.4012 -2.8109 0.30
C 3.4770 3.1549 -3.2527 0.19
C 4.2666 3.8621 -2.3054 -0.32
C 5.3812 4.5608 -2.7181 -0.64
C 5.6576 4.6856 -4.0864 -0.36
C 4.8276 4.0680 -5.0115 -0.68
C 3.7506 3.2995 -4.6123 -0.38
C 1.9861 1.0554 -3.2102 0.13
C 2.8771 0.3104 -4.0382 -0.93
C 2.2618 -0.8869 -4.3736 -1.44
C 0.9898 -0.9685 -3.7101 0.41
N 0.8250 0.2316 -2.9250 0.06
C 0.1043 -2.0745 -3.8343 0.86
C -1.1907 -1.9836 -3.2146 0.30
C -2.2025 -3.0132 -3.3496 -1.46
C -3.2674 -2.6753 -2.5556 -1.16
C -2.9485 -1.4304 -1.9056 -0.02
N -1.6577 -1.0132 -2.2871 -0.03
C 0.5387 -3.3756 -4.4727 0.23
C -0.2116 -3.9877 -5.4871 -0.18
C 0.2376 -5.1704 -6.0647 -0.66
C 1.3667 -5.8422 -5.5710 -0.34
C 2.1052 -5.2483 -4.5439 -0.77
C 1.7148 -4.0181 -4.0297 -0.42
C 1.3368 4.4104 -1.4837 -1.14
C 0.9793 4.4669 -0.1456 -1.69
N -2.2125 0.8783 0.1083 0.74
H -8.8241 -2.8610 -0.2443 0.35
H -7.3026 -2.6569 1.6855 0.32
H -4.9714 -1.7682 1.3372 0.52
H -5.8562 -1.1100 -2.8481 0.39
H -8.1309 -1.9553 -2.4700 0.35
H -5.5129 0.6106 0.7982 0.46
H -4.2556 2.4793 2.2376 0.59
H -3.1829 4.0743 -0.0704 0.37
H -4.2017 6.3724 -0.1634 0.34
H -3.9811 7.8261 1.8563 0.37
H -2.3600 7.2424 3.6218 0.35
H -1.1119 5.1179 3.5378 0.40
H 3.9933 3.7942 -1.2484 0.43
H 6.0414 5.0307 -1.9931 0.37
H 6.4939 5.2920 -4.4409 0.33
H 5.0712 4.1999 -6.0543 0.35
H 3.1189 2.7707 -5.3294 0.47
H 3.8835 0.5992 -4.2977 0.61
H 2.6465 -1.6450 -5.0195 0.57
H -2.0878 -3.8844 -3.9514 0.52
H -4.1899 -3.2405 -2.4713 0.48
H -1.1129 -3.4949 -5.8923 0.46
H -0.3093 -5.6168 -6.8998 0.33
H 1.6958 -6.8147 -5.9840 0.31
H 3.0030 -5.7421 -4.1787 0.36
H 2.2797 -3.5613 -3.2297 0.53
H 1.5714 5.2219 -2.1449 0.64
H 0.9156 5.3555 0.4700 0.51
O 0.6807 -1.2429 -0.0706 0.87
H 1.5812 -1.5408 -0.3311 -0.06
H 0.3020 -2.0084 0.4888 -0.49
C 3.3300 -3.9846 1.1732 -1.04
C 3.4730 -3.4327 2.5646 0.51
C 4.4708 -2.2869 2.6217 -1.41
O 2.1950 -2.8427 3.0612 -0.23
P 0.8161 -3.6661 3.3034 0.33
S 1.0932 -5.5016 3.9430 -0.48
S -0.3100 -3.4769 1.6569 -0.52
O 0.1991 -2.6707 4.3976 -0.19
C 0.4373 -2.7386 5.8779 0.57
C 1.9076 -3.0107 6.1741 -1.02
C -0.0401 -1.3892 6.4261 -1.27
H 4.2896 -4.3566 0.7550 0.40
H 3.0213 -3.1860 0.5104 -0.02
H 2.6065 -4.8006 1.1562 0.32
H 3.7028 -4.2221 3.3003 0.33
H 4.2364 -1.5330 1.8679 0.22
H 5.4853 -2.5927 2.4010 0.42
H 4.4511 -1.8293 3.6060 0.34
H -0.2087 -3.5433 6.2501 0.21
H 2.5335 -2.3267 5.5601 0.07
H 2.1787 -4.0512 5.9300 0.26
H 2.1328 -2.7908 7.2148 0.47
H 0.5628 -0.5868 5.9847 0.11
H 0.0728 -1.3796 7.5220 0.43
H -1.0853 -1.2012 6.1878 0.36
C 0.6030 2.4683 3.8612 -2.12
C 0.6372 1.8696 2.4361 2.65
C 2.1154 1.7322 2.0236 -1.75
C 0.0006 0.4559 2.5773 -0.52
N -0.0694 2.7205 1.4280 1.41
H 1.2362 1.8220 4.5023 0.44
H -0.4002 2.5228 4.2804 0.27
H 1.0683 3.4646 3.8743 0.40
H 2.6718 1.1127 2.7279 0.44
H 2.5915 2.7406 2.0448 0.37
H 2.2471 1.3353 1.0248 0.17
H 0.6942 -0.2828 2.9970 0.38
H -0.2514 0.0501 1.6055 -0.81
H -0.9397 0.4411 3.1131 0.37

***

119
Properties=species:S:1:pos:R:3:mulliken_charge:R:1 method="wB97M-V/def2-TZVPD" lumo_energy_ev=3.66 total_charge=-2 de_lowest_kj_mol=0.0 orbital_gap_ha=0.20204
Au -1.5918 -2.9902 1.1399 0.76
C 1.8302 4.0199 4.2560 -1.60
C 0.8151 3.7575 3.1758 0.85
C -0.4463 3.2709 3.4780 -1.06
C -1.4042 3.0466 2.4897 1.31
C -2.7602 2.5136 2.8640 -1.64
C -1.0739 3.3130 1.1616 0.43
C 0.2038 3.7809 0.8337 1.57
C 0.5862 3.9821 -0.6062 -1.73
C 1.1268 4.0018 1.8427 -0.82
C -2.1028 3.1846 0.0848 -0.62
C -2.7907 4.3512 -0.2497 0.29
C -3.7922 4.3407 -1.2043 -0.92
C -4.1171 3.1458 -1.8247 0.05
C -3.4398 1.9714 -1.5083 0.28
C -2.4007 1.9773 -0.5558 -1.40
Ge -1.5446 0.2341 -0.0566 0.00
S -2.9406 -0.9342 1.0803 -0.62
S 0.4185 0.4042 1.0740 0.46
Ge 1.0091 -1.3058 -0.2946 0.67
S 0.6882 -3.3504 0.2488 -0.93
S -0.5075 -0.6629 -1.8532 0.10
C 2.9311 -1.1622 -0.8204 -0.10
C 3.9034 -1.4078 0.1599 -0.55
C 5.2411 -1.5721 -0.1917 0.12
C 5.6405 -1.4977 -1.5193 -1.06
C 4.6892 -1.2111 -2.4865 0.25
C 3.3471 -1.0252 -2.1411 -1.20
C 2.4448 -0.5973 -3.2575 0.63
C 1.8070 -1.5290 -4.0726 1.11
C 1.7925 -2.9884 -3.7107 -1.74
C 1.1266 -1.0817 -5.2039 -0.86
C 1.0612 0.2626 -5.5299 0.85
C 0.4091 0.7298 -6.8043 -1.62
C 1.6387 1.1818 -4.6596 -0.88
C 2.3238 0.7731 -3.5251 1.10
C 2.8928 1.7947 -2.5775 -1.49
C 3.5717 -1.3947 1.6212 0.80
C 3.4131 -0.1610 2.2651 0.62
C 3.6297 1.1501 1.5512 -1.38
C 3.0732 -0.1430 3.6165 -0.49
C 2.9194 -1.3115 4.3445 0.50
C 2.5146 -1.2840 5.7949 -1.63
C 3.1628 -2.5190 3.7054 -0.56
C 3.4985 -2.5833 2.3617 0.53
C 3.7610 -3.9217 1.7326 -1.56
C -3.8632 0.7129 -2.1960 -0.26
C -4.8515 -0.1074 -1.6428 1.08
C -5.6449 0.2789 -0.4232 -1.77
C -5.1122 -1.3360 -2.2384 -0.77
C -4.4395 -1.7565 -3.3743 0.59
C -4.6433 -3.1453 -3.9148 -1.64
C -3.5539 -0.8718 -3.9777 -0.63
C -3.2666 0.3644 -3.4147 1.04
C -2.3349 1.3131 -4.1245 -1.35
H 1.4372 3.7507 5.2366 0.34
H 2.1146 5.0746 4.2823 0.39
H 2.7406 3.4414 4.0871 0.30
H -0.7024 3.0618 4.5120 0.24
H -2.9471 2.6561 3.9295 0.52
H -2.8359 1.4440 2.6418 0.07
H -3.5521 3.0084 2.3000 0.30
H 0.5182 3.0348 -1.1482 0.03
H 1.6082 4.3549 -0.6873 0.45
H -0.0845 4.6826 -1.1076 0.46
H 2.1206 4.3535 1.5820 0.24
H -2.5333 5.2706 0.2658 0.47
H -4.3252 5.2514 -1.4512 0.38
H -4.9110 3.1051 -2.5623 0.42
H 5.9667 -1.7496 0.5947 0.47
H 6.6788 -1.6435 -1.7926 0.36
H 4.9744 -1.1116 -3.5282 0.46
H 2.7078 -3.2896 -3.2025 0.24
H 1.6568 -3.6108 -4.5964 0.51
H 0.9675 -3.1928 -3.0223 0.16
H 0.6416 -1.8105 -5.8457 0.27
H -0.1412 -0.0792 -7.2850 0.36
H 1.1588 1.0923 -7.5125 0.39
H -0.2863 1.5504 -6.6171 0.34
H 1.5588 2.2433 -4.8750 0.29
H 2.9303 2.7795 -3.0460 0.52
H 3.8952 1.5244 -2.2448 0.44
H 2.2701 1.8615 -1.6817 -0.15
H 4.4066 1.0689 0.7905 0.32
H 3.9286 1.9180 2.2689 0.54
H 2.7167 1.4861 1.0568 -0.06
H 2.9183 0.8124 4.1038 0.15
H 2.4073 -0.2591 6.1518 0.30
H 3.2541 -1.7875 6.4220 0.40
H 1.5567 -1.7936 5.9423 0.24
H 3.0736 -3.4443 4.2662 0.32
H 4.0034 -4.6601 2.4988 0.53
H 4.5809 -3.8779 1.0159 0.30
H 2.8726 -4.2498 1.1906 0.10
H -5.4798 1.3168 -0.1371 0.24
H -5.3527 -0.3425 0.4209 0.22
H -6.7119 0.1359 -0.6142 0.53
H -5.8315 -2.0000 -1.7700 0.39
H -5.6800 -3.4658 -3.8009 0.40
H -4.0201 -3.8585 -3.3692 0.29
H -4.3762 -3.2015 -4.9711 0.39
H -3.0485 -1.1615 -4.8935 0.24
H -2.1301 0.9457 -5.1311 0.48
H -1.3840 1.4053 -3.6007 0.12
H -2.7690 2.3129 -4.1992 0.30
Br -2.1974 -1.6673 7.7986 -0.25
C -1.4663 -1.9297 6.0590 -0.16
C -1.2758 -0.8442 5.2274 -0.66
C -0.7445 -1.0947 3.9686 -0.22
N -0.4153 -2.3085 3.5429 0.47
C -0.6123 -3.3347 4.3616 -0.79
C -1.1430 -3.2054 5.6395 -0.64
H -1.5351 0.1595 5.5324 0.63
H -0.5922 -0.2892 3.2561 0.25
H -0.3606 -4.3127 3.9668 0.61
H -1.3068 -4.0699 6.2658 0.42
S -2.8291 -5.0503 2.0852 -0.37
C -3.2951 -5.8986 0.7156 0.30
N -3.6372 -6.5142 -0.2083 -0.69